1.
The following is a DFT calculation (ωB97M-V with the def2-TZVPD basis set) of a 2-piece molecular cluster, C6H15NO overall in a non-equilibrium geometry.

Its structure (SMILES) is CC/C(C)=C(/C)N.O. Its net charge is 0. Its max |F| is 0.0634 hartree/bohr. The energy above the lowest of the compared OMol25 structures with the same formula, charge and spin comes out at 2.949 eV. The calculation puts the frontier orbital gap at 8.4 eV.

Element x y z (Å)
C (-0.965, -1.816, 1.505)
C (-0.030, -1.699, 0.355)
C (-0.450, -0.307, -0.240)
C (-1.441, -0.381, -1.352)
C (0.107, 0.891, 0.101)
C (0.222, 2.231, -0.466)
N (0.897, 0.891, 1.247)
H (-1.989, -1.466, 1.237)
H (-0.525, -1.570, 2.460)
H (-1.273, -2.828, 1.737)
H (1.035, -1.794, 0.687)
H (-0.128, -2.538, -0.254)
H (-1.489, 0.615, -1.684)
H (-0.966, -0.934, -2.218)
H (-2.454, -0.754, -1.226)
H (1.209, 2.661, -0.307)
H (0.005, 2.151, -1.525)
H (-0.368, 2.960, -0.073)
H (0.794, -0.009, 1.645)
H (0.897, 1.618, 1.936)
O (2.409, 0.500, -1.493)
H (2.383, 0.170, -0.632)
H (2.119, 1.411, -1.438)

***

2.
The following is a DFT calculation (ωB97M-V with the def2-TZVPD basis set) of C4H12FInO4 as an isolated structure in a non-equilibrium geometry.

Its net charge is +2. Its max |F| is 0.0675 hartree/bohr. The energy above the lowest of the compared OMol25 structures with the same formula, charge and spin comes out at 2.020 eV. The calculation puts the frontier orbital gap at 3.6 eV.

Element x y z (Å)
In (-0.025, 0.170, 0.807)
F (-1.710, 0.972, -1.389)
C (-1.215, -3.335, -0.208)
C (-0.934, -3.484, 1.267)
O (0.055, -2.564, 1.721)
O (-1.270, -1.994, -0.733)
H (-2.058, -3.969, -0.483)
H (-0.368, -3.832, -0.692)
H (-0.702, -4.531, 1.463)
H (-1.877, -3.225, 1.757)
H (0.386, -2.828, 2.591)
H (-1.660, -1.980, -1.616)
C (0.862, 3.624, -0.199)
C (1.621, 2.741, -1.164)
O (2.099, 1.667, -0.345)
O (-0.346, 2.963, 0.206)
H (0.541, 4.543, -0.694)
H (1.474, 3.803, 0.688)
H (2.484, 3.194, -1.658)
H (0.958, 2.376, -1.948)
H (2.688, 2.023, 0.340)
H (-1.002, 3.666, 0.289)

***

3.
The following is a DFT calculation (ωB97M-V with the def2-TZVPD basis set) of C9H14N2O as an isolated structure in a non-equilibrium geometry.

Its net charge is 0. Its max |F| is 0.0851 hartree/bohr. The energy above the lowest of the compared OMol25 structures with the same formula, charge and spin comes out at 6.918 eV. The calculation puts the frontier orbital gap (alpha / beta) at 8.2 / 8.2 eV.

Element x y z (Å)
C (-0.003, 1.846, 0.039)
C (-1.277, 1.470, -0.778)
C (0.101, 0.020, 1.730)
C (0.847, 0.736, 0.566)
C (-0.292, -1.048, 0.697)
C (0.795, -0.683, -0.169)
C (-1.955, 0.263, -0.203)
C (0.644, -0.851, -1.671)
C (2.139, -1.285, 0.237)
N (-2.720, 0.112, 0.948)
N (-3.477, -0.725, 0.307)
O (-2.731, -0.605, -0.881)
H (0.671, 2.444, -0.598)
H (-0.107, 2.615, 0.869)
H (-2.023, 2.357, -0.727)
H (-1.047, 1.152, -1.788)
H (0.652, -0.513, 2.494)
H (-0.756, 0.504, 2.297)
H (1.848, 1.126, 0.831)
H (-0.691, -2.052, 0.850)
H (0.778, -1.864, -1.724)
H (1.390, -0.332, -2.213)
H (-0.357, -0.519, -2.045)
H (3.100, -0.520, -0.072)
H (2.268, -2.188, -0.334)
H (2.204, -1.461, 1.335)

***

4.
The following is a DFT calculation (ωB97M-V with the def2-TZVPD basis set) of a 2-piece molecular cluster, C40H64ClN4O2S3 overall in a non-equilibrium geometry.

Its net charge is +1. Its max |F| is 0.0971 hartree/bohr. The calculation puts the frontier orbital gap at 7.2 eV.

Element x y z (Å)
C (6.268, 1.641, 3.662)
C (5.337, 1.065, 4.832)
N (3.876, 1.071, 4.575)
C (3.364, 2.257, 3.854)
C (3.275, 2.167, 2.255)
C (3.331, -0.207, 4.143)
S (4.018, -1.315, 3.091)
S (1.686, -0.676, 4.908)
C (0.984, -2.156, 4.044)
C (-0.651, -2.153, 4.091)
C (-1.304, -2.208, 2.593)
C (-1.760, -0.727, 2.179)
C (-0.784, 0.331, 1.544)
C (0.740, -0.015, 1.222)
C (0.737, -1.201, 0.115)
C (1.220, -0.635, -1.315)
C (-0.130, -0.279, -2.148)
N (0.171, 0.765, -3.213)
C (-1.275, 1.776, 1.201)
C (-2.727, 2.260, 1.423)
C (-3.293, 3.719, 1.120)
C (-1.947, 4.735, 0.784)
C (-0.919, 4.950, 2.087)
O (-1.925, 6.051, 1.528)
C (-3.729, 1.202, 2.019)
C (-3.233, -0.250, 2.387)
S (-4.574, -1.363, 3.071)
C (-6.023, -0.869, 1.997)
C (-7.033, -1.903, 1.416)
Cl (-6.903, -3.687, 1.741)
C (-8.199, -1.431, 0.487)
C (-8.310, 0.102, 0.152)
C (-7.291, 1.125, 0.774)
C (-6.113, 0.680, 1.708)
N (-5.143, 1.654, 2.245)
C (-5.326, 1.914, 3.707)
C (-6.551, 2.897, 4.068)
C (-7.861, 1.993, 4.320)
C (-9.072, 2.385, 3.328)
O (-10.170, 3.038, 4.019)
H (7.353, 1.275, 3.807)
H (5.940, 1.280, 2.631)
H (6.223, 2.780, 3.677)
H (5.546, 1.681, 5.790)
H (5.643, -0.028, 5.048)
H (3.940, 3.224, 4.117)
H (2.287, 2.451, 4.236)
H (2.216, 2.465, 1.915)
H (3.651, 1.197, 1.791)
H (3.961, 3.003, 1.838)
H (1.306, -3.132, 4.561)
H (1.294, -2.243, 2.947)
H (-1.075, -1.298, 4.715)
H (-0.994, -3.131, 4.601)
H (-2.262, -2.824, 2.710)
H (-0.629, -2.718, 1.832)
H (1.374, -0.294, 2.125)
H (1.192, 0.902, 0.716)
H (-0.353, -1.545, -0.015)
H (1.332, -2.122, 0.463)
H (1.770, -1.479, -1.884)
H (1.873, 0.304, -1.247)
H (-0.522, -1.194, -2.710)
H (-0.962, 0.120, -1.470)
H (1.171, 0.640, -3.451)
H (0.022, 1.693, -2.771)
H (-0.496, 2.496, 0.749)
H (-3.792, 4.201, 2.026)
H (-3.968, 3.794, 0.205)
H (-1.453, 4.660, -0.306)
H (0.124, 5.375, 1.912)
H (-1.281, 4.444, 3.038)
H (-8.951, -2.149, 0.008)
H (-9.138, 0.485, -0.544)
H (-7.377, 2.244, 0.539)
H (-4.368, 2.451, 4.074)
H (-5.451, 0.978, 4.353)
H (-6.697, 3.764, 3.341)
H (-6.272, 3.378, 5.084)
H (-8.217, 2.154, 5.395)
H (-7.612, 0.875, 4.206)
H (-8.674, 3.121, 2.538)
H (-9.370, 1.439, 2.763)
H (-10.013, 4.000, 3.857)
C (6.976, -4.490, -6.206)
C (7.041, -3.200, -5.399)
C (5.969, -3.099, -4.314)
C (4.499, -3.070, -4.739)
N (4.053, -1.881, -5.602)
C (4.330, -2.095, -7.091)
C (3.158, -2.922, -7.573)
C (1.978, -2.277, -6.882)
C (2.504, -1.773, -5.544)
C (4.658, -0.583, -5.121)
H (5.988, -4.659, -6.642)
H (7.700, -4.455, -7.025)
H (7.220, -5.350, -5.579)
H (7.003, -2.334, -6.066)
H (8.022, -3.152, -4.915)
H (6.185, -2.226, -3.689)
H (6.090, -3.959, -3.646)
H (3.908, -3.011, -3.820)
H (4.210, -3.986, -5.256)
H (4.339, -1.112, -7.571)
H (5.288, -2.581, -7.243)
H (3.263, -3.968, -7.270)
H (3.064, -2.902, -8.661)
H (1.146, -2.973, -6.757)
H (1.606, -1.435, -7.473)
H (2.135, -2.361, -4.703)
H (2.233, -0.726, -5.390)
H (5.734, -0.608, -5.285)
H (4.422, -0.470, -4.061)
H (4.224, 0.237, -5.695)

***

5.
The following is a DFT calculation (ωB97M-V with the def2-TZVPD basis set) of an isolated ion of composition C9H16NO4P and charge -2 in a non-equilibrium geometry.

Its structure (SMILES) is CC/C(=N\[O-])[C@@H](CC)C[C@]1(C)O[P@@]1(=O)[O-]. Its net charge is -2. Its max |F| is 0.0986 hartree/bohr. The energy above the lowest of the compared OMol25 structures with the same formula, charge and spin comes out at 3.030 eV. The calculation puts the frontier orbital gap at 5.4 eV.

Element x y z (Å)
C (1.780, -2.520, 0.994)
C (2.096, -0.961, 1.200)
C (1.473, -0.016, 0.114)
N (2.072, 0.738, -0.692)
O (3.358, 0.908, -0.773)
C (-0.102, 0.196, 0.187)
C (-0.563, 1.025, 1.402)
C (-2.077, 0.969, 1.620)
C (-0.473, 1.020, -1.056)
C (-0.876, 0.187, -2.190)
C (0.186, -0.670, -2.730)
O (-1.898, 0.916, -3.081)
P (-2.688, -0.307, -2.129)
O (-3.652, 0.272, -1.194)
O (-2.972, -1.532, -2.887)
H (2.177, -3.117, 1.837)
H (2.219, -2.902, 0.117)
H (0.723, -2.585, 0.884)
H (3.121, -0.698, 1.108)
H (1.722, -0.876, 2.163)
H (-0.609, -0.754, 0.223)
H (-0.053, 0.728, 2.317)
H (-0.181, 2.003, 1.289)
H (-2.466, 1.708, 2.444)
H (-2.509, 0.089, 2.028)
H (-2.580, 1.094, 0.651)
H (-1.100, 1.888, -0.969)
H (0.604, 1.427, -1.522)
H (1.052, -0.109, -2.965)
H (-0.286, -0.993, -3.659)
H (0.351, -1.540, -2.094)

***

6.
The following is a DFT calculation (ωB97M-V with the def2-TZVPD basis set) of a 2-piece molecular cluster, C11H15N overall in a non-equilibrium geometry.

Its structure (SMILES) is Cc1c[nH]c2ccccc12.CC. Its net charge is 0. Its max |F| is 0.0323 hartree/bohr. The energy above the lowest of the compared OMol25 structures with the same formula, charge and spin comes out at 0.420 eV. The calculation puts the frontier orbital gap at 8.8 eV.

Element x y z (Å)
C (0.355, 2.490, 1.845)
C (0.853, 1.174, 1.313)
C (2.129, 0.780, 1.114)
N (2.164, -0.464, 0.508)
C (0.875, -0.950, 0.465)
C (0.430, -2.246, 0.189)
C (-0.937, -2.439, 0.163)
C (-1.813, -1.379, 0.401)
C (-1.348, -0.142, 0.839)
C (0.025, 0.074, 0.927)
H (-0.664, 2.716, 1.552)
H (1.024, 3.262, 1.474)
H (0.456, 2.545, 2.926)
H (3.039, 1.352, 1.204)
H (2.951, -1.089, 0.552)
H (1.214, -2.995, 0.121)
H (-1.378, -3.378, -0.106)
H (-2.898, -1.393, 0.346)
H (-2.070, 0.620, 1.113)
C (-1.208, 0.183, -3.267)
C (-0.939, 1.685, -3.083)
H (-0.423, -0.317, -3.820)
H (-1.395, -0.272, -2.292)
H (-2.181, 0.050, -3.738)
H (-0.956, 2.196, -4.055)
H (0.071, 1.848, -2.712)
H (-1.710, 2.142, -2.459)

***

> What is the max |F| in the third record?

0.0851 hartree/bohr

***

> Look up the net charge of the sixth one.

0

***

> The lowest net charge belongs to which entry?

C9H16NO4P

***

> What is the net charge in the fifth record?

-2